No. 1
# C12H18N5RuS

C12H18N5RuS as an isolated structure (the ωB97M-V functional and the def2-TZVPD basis, the OMol25 dataset).

For the LUMO energy (alpha / beta), the calculation gives -0.23754 / -0.34025 Ha. The spin multiplicity is 6. The total energy comes out at -1234.29238 a.u. Its orbital gap (alpha / beta) is 9.591 / 7.159 eV. The charge is +2. As for the expectation value of S²: 8.772.

Element x y z (Å)
Ru -1.342 -0.583 0.193
C 0.739 -2.671 -0.823
C 1.403 -1.888 0.288
N 0.418 -1.585 1.354
C 0.927 -0.638 2.372
C 0.878 0.773 1.843
C 1.610 1.806 2.382
C 1.515 3.063 1.799
C 0.733 3.248 0.665
C 0.025 2.175 0.173
C -0.830 2.248 -1.068
N -1.079 0.888 -1.597
C 0.074 0.323 -2.337
C -0.174 -1.137 -2.645
N -0.427 -1.949 -1.416
N 0.081 0.978 0.780
H 0.364 -3.614 -0.427
H 1.473 -2.913 -1.593
H 1.799 -0.940 -0.079
H 2.244 -2.459 0.682
H 0.141 -2.445 1.820
H 1.952 -0.883 2.652
H 0.317 -0.728 3.271
H 2.252 1.634 3.237
H 2.071 3.894 2.212
H 0.685 4.209 0.169
H -0.333 2.871 -1.812
H -1.787 2.718 -0.843
H -1.894 0.919 -2.203
H 0.962 0.449 -1.716
H 0.249 0.866 -3.266
H 0.667 -1.544 -3.207
H -1.058 -1.229 -3.277
H -1.130 -2.642 -1.647
S -3.406 -1.501 0.432
C -4.627 -1.010 1.465
N -5.491 -0.703 2.168

***

No. 2
# C12H18NO5S2SeW

C12H18NO5S2SeW as an isolated structure (the ωB97M-V functional and the def2-TZVPD basis, the OMol25 dataset).

For the LUMO energy (alpha / beta), the calculation gives -0.01193 / -0.07681 Ha. The spin multiplicity is 4. The total energy comes out at -4163.68884 a.u. Its orbital gap (alpha / beta) is 7.708 / 6.189 eV. The charge is 0. Its energy relative to the best compared isomer or geometry (same formula, charge and spin) is 2.628 eV. As for the expectation value of S²: 3.792.

Element x y z (Å)
W -0.172 0.324 -0.431
C -2.327 3.358 -1.225
S -3.057 2.136 -0.083
C -2.224 2.722 1.419
O -2.318 0.863 -0.455
H -2.943 3.416 -2.115
H -1.329 2.978 -1.476
H -2.253 4.337 -0.762
H -2.571 3.719 1.665
H -1.141 2.708 1.252
H -2.480 2.043 2.231
C -2.590 -0.024 -3.542
N -1.723 -0.769 -4.427
C -2.424 -1.818 -5.132
C -0.483 -1.211 -3.807
C -0.682 -2.094 -2.593
C -0.903 -3.454 -2.780
C -1.158 -4.290 -1.707
C -1.219 -3.751 -0.432
C -1.012 -2.395 -0.246
C -0.727 -1.513 -1.309
H -3.406 0.394 -4.137
H -2.017 0.794 -3.089
H -3.018 -0.630 -2.725
H -3.225 -1.372 -5.722
H -2.859 -2.581 -4.469
H -1.732 -2.309 -5.815
H 0.071 -0.311 -3.504
H 0.093 -1.732 -4.578
H -0.853 -3.881 -3.772
H -1.322 -5.346 -1.860
H -1.410 -4.391 0.419
H -1.105 -2.023 0.779
S 1.136 2.497 -2.894
C 0.489 1.383 -1.975
O 0.744 2.026 0.991
Se 0.955 0.614 1.781
O -0.589 0.045 1.739
O 1.618 -0.327 0.573
O 1.678 0.669 3.156

***

No. 3
# C12H18NS

An isolated ion of composition C12H18NS and charge +1 (the ωB97M-V functional and the def2-TZVPD basis, the OMol25 dataset).

For the LUMO energy, the calculation gives -0.15201 Ha. The total energy comes out at -920.48398 a.u. Its orbital gap is 8.884 eV. The charge is +1. Its energy relative to the best compared isomer or geometry (same formula, charge and spin) is 5.748 eV.

Element x y z (Å)
C -1.390 1.521 0.915
C -0.406 0.892 -1.216
C -1.762 -0.805 -0.175
C 1.664 0.035 -1.018
C -1.700 0.684 -0.385
C 0.178 1.684 0.886
C 0.599 0.586 -0.108
C 1.060 -1.379 -1.014
C -0.564 -1.539 -0.777
C 0.585 -1.762 0.251
C 0.583 3.036 0.603
C 0.770 -3.039 1.106
N 0.379 -0.562 0.864
S 0.130 -2.141 -2.384
H -2.023 2.499 0.742
H -1.734 0.754 1.708
H -0.303 0.298 -2.120
H -0.284 1.836 -1.680
H -1.735 -1.169 0.885
H -2.645 -1.223 -0.745
H 1.680 0.504 -1.925
H 2.755 0.116 -0.651
H -2.674 1.053 -0.822
H 0.607 1.456 1.858
H -0.211 3.678 0.226
H 1.512 3.131 -0.090
H 0.857 3.650 1.460
H 0.530 -2.851 2.122
H 1.844 -3.279 1.068
H 0.227 -3.854 0.809
H 0.961 -0.402 1.646
H 0.511 -3.410 -2.038

***

No. 4
# C12H18O5

A 2-piece molecular cluster, C12H18O5 overall (the ωB97M-V functional and the def2-TZVPD basis, the OMol25 dataset).

For the LUMO energy, the calculation gives 0.02337 Ha. Its SMILES is C#CCCC[C@@H]1COC(=O)O1.CCOC(C)=O. The total energy comes out at -844.18007 a.u. Its orbital gap is 10.337 eV. The charge is 0. Its energy relative to the best compared isomer or geometry (same formula, charge and spin) is 2.557 eV.

Element x y z (Å)
C -0.468 -2.287 0.933
C 0.320 -2.196 0.034
C 1.270 -2.101 -1.070
C 2.118 -0.818 -1.000
C 2.970 -0.697 -2.265
C 3.899 0.518 -2.251
C 3.517 1.576 -3.286
O 4.795 2.000 -3.786
C 5.456 0.804 -3.875
O 6.098 0.432 -4.796
O 5.221 0.124 -2.727
H -1.227 -2.600 1.609
H 1.945 -2.955 -1.040
H 0.712 -2.103 -2.006
H 2.793 -0.937 -0.153
H 1.477 0.051 -0.867
H 3.600 -1.586 -2.302
H 2.345 -0.709 -3.157
H 4.056 0.885 -1.241
H 2.919 2.392 -2.895
H 2.988 1.155 -4.142
C -3.394 2.007 3.791
C -3.473 1.621 2.329
O -3.066 0.269 2.106
C -3.898 -0.781 2.235
C -5.255 -0.587 2.872
O -3.514 -1.864 1.889
H -4.074 1.412 4.401
H -3.649 3.059 3.920
H -2.385 1.842 4.168
H -4.463 1.800 1.907
H -2.773 2.221 1.749
H -5.173 -0.815 3.934
H -5.945 -1.291 2.415
H -5.668 0.411 2.752

***

> charge of number 2 (C12H18NO5S2SeW)?

0